Entry 1:
# C12H18InO9

A molecular structure, C12H18InO9 (ωB97M-V with the def2-TZVPD basis set, the Open Molecules 2025 dataset).

Geometry as XYZ:
```
40
Properties=species:S:1:pos:R:3:forces:R:3
In -26.670 -16.214 -24.318 -0.669 -0.406 -0.503
C -30.637 -15.315 -30.293 1.165 -0.308 0.964
C -29.407 -14.537 -29.739 -2.346 0.811 0.381
C -29.739 -13.190 -29.041 0.875 -0.907 0.706
O -28.708 -13.153 -27.963 -0.968 -1.400 -1.336
C -28.342 -14.464 -27.705 0.738 1.075 0.866
O -27.737 -14.812 -26.702 -1.401 0.333 -2.330
O -28.718 -15.261 -28.777 0.809 -0.051 1.577
H -31.346 -15.512 -29.489 0.074 0.460 0.446
H -30.256 -16.318 -30.489 -0.172 0.010 -0.937
H -31.231 -14.848 -31.079 0.715 -0.008 -0.306
H -28.661 -14.195 -30.457 0.359 -0.201 -0.986
H -30.714 -13.283 -28.563 -0.278 -0.044 0.282
H -29.814 -12.388 -29.775 0.788 0.607 0.665
C -32.153 -19.948 -27.118 -2.038 0.322 2.198
C -30.937 -19.354 -27.658 -0.523 -0.069 -2.048
C -31.053 -17.889 -27.960 -0.408 -0.549 -2.092
O -29.721 -17.393 -27.675 0.429 0.320 0.534
C -29.120 -18.285 -26.845 -0.466 2.019 2.273
O -28.179 -18.042 -26.026 -1.907 -0.580 -2.411
O -29.899 -19.309 -26.740 2.668 -2.200 2.491
H -33.076 -19.867 -27.693 0.447 -0.193 -0.843
H -32.429 -19.268 -26.312 -0.123 -0.007 0.626
H -32.144 -20.937 -26.660 0.557 -0.136 -0.548
H -30.575 -19.945 -28.500 0.202 0.110 -0.328
H -31.918 -17.403 -27.510 0.612 0.467 0.971
H -31.283 -17.794 -29.021 0.539 0.294 -0.201
C -30.517 -21.740 -23.502 0.347 0.469 -0.472
C -31.019 -20.265 -23.191 -0.198 -1.876 0.054
C -31.147 -20.009 -21.661 1.976 -1.016 -3.189
O -30.201 -18.950 -21.538 0.618 1.156 1.678
C -29.521 -18.703 -22.657 1.482 2.808 1.718
O -28.501 -17.943 -22.738 -2.270 -1.943 0.468
O -30.119 -19.205 -23.651 -0.969 -1.979 -2.413
H -29.433 -21.783 -23.392 0.250 0.333 -0.450
H -30.889 -22.021 -24.487 0.464 0.145 -0.157
H -30.785 -22.595 -22.881 -0.847 0.588 0.672
H -31.947 -20.170 -23.755 0.032 0.435 -0.112
H -30.715 -20.887 -21.182 -0.600 0.193 0.818
H -32.225 -19.867 -21.581 0.036 0.919 1.274
```
Positions in Å, forces in eV/Å.

The charge is +3. For the HOMO energy, the calculation gives -19.4 eV. As for the HOMO-LUMO gap: 2.173 eV. As for the LUMO energy: -17.3 eV. The electronic energy comes out at -1333.96789 a.u.

=====

Entry 2:
# C22H35N7PS2Sr

A molecular structure, C22H35N7PS2Sr (ωB97M-V with the def2-TZVPD basis set, the Open Molecules 2025 dataset).

Geometry as XYZ:
```
68
Properties=species:S:1:pos:R:3:forces:R:3
Sr -0.009 0.205 0.313 -1.365 0.235 1.519
C -1.219 2.119 -2.085 -0.450 -0.041 -0.384
C -2.328 1.079 -2.037 0.011 0.431 -0.249
N -1.836 -0.207 -1.561 -0.443 -0.444 -0.003
C -1.280 -1.059 -2.602 -0.066 -0.281 -0.349
C 0.221 -1.032 -2.713 0.055 -0.382 -0.665
C 0.830 -1.750 -3.735 -0.001 0.056 0.218
C 2.208 -1.703 -3.847 -0.127 0.084 0.132
C 2.923 -0.907 -2.965 -0.103 -0.006 0.147
C 2.234 -0.223 -1.971 0.558 -0.135 -0.547
C 2.947 0.666 -0.991 0.424 -0.036 -0.039
N 2.016 1.587 -0.365 0.733 0.330 0.093
C 1.649 2.708 -1.218 -0.149 0.403 -0.114
C 0.358 3.355 -0.724 0.483 0.263 -0.114
N -0.735 2.392 -0.741 -0.522 0.694 -0.110
N 0.915 -0.311 -1.849 0.164 -0.044 -0.784
H -0.402 1.736 -2.694 0.015 0.061 -0.037
H -1.606 3.026 -2.574 0.092 -0.050 -0.003
H -3.099 1.428 -1.345 -0.055 -0.041 -0.028
H -2.780 0.992 -3.037 -0.020 0.029 0.173
H -2.611 -0.698 -1.129 0.066 0.043 -0.033
H -1.560 -2.099 -2.410 -0.076 0.111 -0.023
H -1.682 -0.807 -3.596 -0.059 -0.031 0.175
H 0.225 -2.332 -4.413 -0.026 -0.074 -0.124
H 2.712 -2.267 -4.616 0.085 -0.016 -0.098
H 3.994 -0.818 -3.037 0.149 0.028 -0.019
H 3.382 0.033 -0.210 0.087 0.144 -0.017
H 3.773 1.182 -1.506 -0.060 -0.138 0.083
H 2.444 1.958 0.481 -0.129 -0.110 -0.046
H 2.437 3.471 -1.258 -0.025 -0.060 -0.056
H 1.509 2.339 -2.236 0.065 0.025 -0.011
H 0.497 3.686 0.308 0.015 0.046 -0.049
H 0.138 4.232 -1.353 0.029 -0.048 0.141
H -1.513 2.788 -0.217 0.096 -0.048 0.044
C 3.730 3.101 3.609 -0.011 -0.401 -0.249
S 4.108 1.428 3.005 -0.048 0.142 0.077
C 2.531 0.775 2.570 -0.198 -0.130 0.116
S 1.102 1.648 2.768 -0.730 0.344 0.116
N 2.669 -0.446 2.111 1.888 -0.175 0.228
N 1.635 -1.055 1.553 -0.232 -1.257 0.313
C 1.770 -2.318 1.310 0.983 0.869 0.607
C 0.722 -3.068 0.686 -0.688 -0.891 -0.454
C 0.929 -4.415 0.346 0.057 0.402 0.130
C -0.079 -5.124 -0.271 -0.212 0.198 -0.092
C -1.298 -4.490 -0.491 0.114 -0.042 0.079
C -1.431 -3.174 -0.077 -0.208 -0.272 -0.194
N -0.454 -2.458 0.459 0.087 -0.031 0.097
H 4.521 3.367 4.304 0.029 -0.002 0.013
H 2.762 3.077 4.106 0.113 0.112 0.034
H 3.714 3.795 2.771 -0.063 0.057 0.123
H 2.686 -2.841 1.587 -0.011 0.131 0.014
H 1.880 -4.880 0.566 0.073 0.012 -0.009
H 0.078 -6.146 -0.582 -0.017 -0.087 0.028
H -2.121 -5.004 -0.966 -0.062 -0.012 0.055
H -2.385 -2.669 -0.186 -0.051 0.009 -0.045
C -4.285 0.117 1.499 0.313 0.071 0.075
P -2.559 0.452 2.049 -0.597 0.103 0.389
C -2.430 -0.724 3.447 0.086 0.099 -0.207
C -2.833 2.016 2.971 0.127 -0.175 -0.137
H -4.968 0.165 2.346 -0.093 -0.032 0.025
H -4.342 -0.873 1.052 -0.088 -0.114 -0.063
H -4.588 0.858 0.763 -0.073 0.031 -0.096
H -3.307 -0.657 4.094 0.023 -0.025 0.013
H -1.533 -0.483 4.016 0.050 -0.047 0.060
H -2.333 -1.737 3.058 0.000 -0.081 0.065
H -3.588 1.875 3.745 -0.025 0.041 0.015
H -3.161 2.797 2.288 -0.023 0.090 -0.009
H -1.895 2.322 3.430 0.033 0.067 0.061
```
Positions in Å, forces in eV/Å.

The charge is +1. For the HOMO energy, the calculation gives -10.0 eV. As for the HOMO-LUMO gap: 7.011 eV. As for the LUMO energy: -3.0 eV. The electronic energy comes out at -2410.97552 a.u. For the relative energy (zero: lowest compared OMol25 entry of this formula, charge and spin), the calculation gives 60.0 kJ/mol.

=====

Entry 3:
# CH5NdO2

A molecular structure, CH5NdO2 (ωB97M-V with the def2-TZVPD basis set, the Open Molecules 2025 dataset).

Geometry as XYZ:
```
9
Properties=species:S:1:pos:R:3:forces:R:3
O -3.877 1.804 -0.471 1.734 -2.207 0.754
Nd -1.087 1.078 2.247 -0.565 -2.351 -2.402
H -3.911 2.061 -1.396 0.040 -0.037 -0.169
C -1.908 -2.033 0.591 -0.288 -0.726 -0.081
H -2.879 -2.071 0.063 0.332 0.030 0.097
H -1.218 -2.722 0.072 -0.228 0.254 0.157
H -2.088 -2.449 1.601 0.072 0.043 -0.227
O -1.392 -0.739 0.629 0.373 2.979 2.286
H -3.328 0.935 -0.448 -1.470 2.014 -0.416
```
Positions in Å, forces in eV/Å.

The spin multiplicity is 5. As for the expectation value of S²: 6.00. The charge is +1. For the HOMO energy (alpha / beta), the calculation gives -12.4 / -12.6 eV. As for the HOMO-LUMO gap (alpha / beta): 6.839 / 7.123 eV. As for the LUMO energy (alpha / beta): -5.6 / -5.5 eV. The electronic energy comes out at -752.66383 a.u.

=====

Entry 4:
# C4H12

2 unconnected molecules or ions with the total composition C4H12 (ωB97M-V with the def2-TZVPD basis set, the Open Molecules 2025 dataset).

Geometry as XYZ:
```
16
Properties=species:S:1:pos:R:3:forces:R:3
C 2.077 0.051 1.962 -4.487 -1.817 -0.681
C 0.492 0.538 1.841 1.008 0.518 1.700
H 2.261 -0.762 1.242 0.253 1.109 -0.807
H 2.820 0.758 2.125 1.127 1.394 -0.221
H 2.053 -0.627 2.769 0.135 -0.410 1.874
H -0.125 0.062 1.081 0.493 0.107 -0.153
H 0.340 1.610 1.878 0.736 0.805 -1.615
H -0.132 0.563 2.778 0.808 -1.688 -0.034
C -0.814 -0.902 -1.865 -0.028 -0.056 -3.389
C -1.697 0.342 -1.985 -1.871 -1.040 -0.911
H 0.252 -0.668 -2.032 -0.418 -0.076 0.121
H -0.919 -1.269 -0.925 -0.082 -1.327 2.884
H -1.119 -1.755 -2.564 0.450 1.209 0.637
H -2.797 0.024 -2.399 2.485 1.032 1.182
H -1.735 0.831 -1.008 -0.438 -0.018 -0.148
H -1.249 1.055 -2.662 -0.174 0.256 -0.442
```
Positions in Å, forces in eV/Å.

The spin multiplicity is 2. As for the expectation value of S²: 0.75. The charge is -1. For the HOMO energy (alpha / beta), the calculation gives 1.6 / -7.1 eV. As for the HOMO-LUMO gap (alpha / beta): 2.848 / 11.617 eV. As for the LUMO energy (alpha / beta): 4.4 / 4.5 eV. The electronic energy comes out at -159.46858 a.u. For the relative energy (zero: lowest compared OMol25 entry of this formula, charge and spin), the calculation gives 161.7 kJ/mol.

=====

Entry 5:
# C6H8N

A gas-phase ion, C6H8N (charge +1) (ωB97M-V with the def2-TZVPD basis set, the Open Molecules 2025 dataset).

Geometry as XYZ:
```
15
Properties=species:S:1:pos:R:3:forces:R:3
C -0.020 1.681 0.631 0.108 0.177 1.324
C -0.939 1.637 1.546 -2.890 -0.424 -2.450
C 1.040 1.728 -0.144 -1.282 -2.046 -0.741
C 1.391 0.605 -0.979 -0.910 -1.801 -0.457
C -0.388 -1.127 -1.069 -1.957 0.003 -2.582
C -0.382 -1.982 0.066 -0.048 -2.904 2.307
N 0.542 -0.311 -1.298 0.202 0.770 0.345
H -2.035 1.865 1.193 2.139 0.010 0.676
H -0.951 0.970 2.380 0.665 0.248 0.906
H 1.595 2.542 -0.382 1.718 2.674 0.263
H 2.409 0.451 -1.361 -0.353 0.391 0.017
H -1.248 -1.335 -1.790 1.433 0.883 0.344
H -1.307 -2.166 0.692 0.542 0.509 -1.391
H 0.304 -1.519 0.720 1.093 -0.105 1.216
H -0.011 -3.041 -0.206 -0.461 1.615 0.224
```
Positions in Å, forces in eV/Å.

The charge is +1. For the HOMO energy, the calculation gives -14.5 eV. As for the HOMO-LUMO gap: 9.428 eV. As for the LUMO energy: -5.1 eV. The electronic energy comes out at -287.79550 a.u. For the relative energy (zero: lowest compared OMol25 entry of this formula, charge and spin), the calculation gives 422.0 kJ/mol.

=====

Entry 6:
# C12H20CaN2O17

A molecular structure, C12H20CaN2O17 (ωB97M-V with the def2-TZVPD basis set, the Open Molecules 2025 dataset).

Geometry as XYZ:
```
52
Properties=species:S:1:pos:R:3:forces:R:3
Ca 9.447 1.752 -8.709 -2.233 0.920 -0.068
O 8.825 3.066 -10.504 1.041 -0.298 0.048
H 9.588 2.940 -11.086 -0.115 0.199 -0.159
O 10.219 1.151 -6.642 0.555 -0.025 -0.717
H 9.875 1.078 -5.756 -0.220 0.057 0.119
N 6.396 3.509 -7.546 -0.578 1.345 -1.030
O 5.883 3.820 -6.432 0.504 -0.597 0.138
O 5.870 3.977 -8.581 0.432 -0.536 0.684
O 7.436 2.819 -7.616 -0.360 -0.238 0.628
N 6.343 0.410 -10.309 0.024 2.403 -0.891
O 5.947 1.493 -10.821 0.214 -1.702 0.589
O 5.605 -0.600 -10.326 0.376 -0.297 0.245
O 7.509 0.377 -9.813 -0.518 -0.951 0.210
C 14.064 -2.199 -10.991 -0.169 0.092 0.237
C 12.766 -1.732 -11.631 1.052 -0.354 -0.039
C 11.699 -2.810 -11.653 -0.161 0.426 0.626
O 10.707 -2.295 -10.790 -0.879 0.731 0.143
C 10.969 -0.970 -10.414 0.752 -2.756 -0.662
O 10.239 -0.306 -9.800 -0.141 0.523 0.275
O 12.252 -0.732 -10.777 -0.061 1.350 -0.390
H 13.766 -2.635 -10.035 0.294 -0.146 0.036
H 14.724 -1.358 -10.775 -0.029 0.048 -0.121
H 14.610 -2.929 -11.589 -0.129 -0.065 -0.058
H 12.930 -1.386 -12.654 -0.005 0.585 0.181
H 12.087 -3.722 -11.199 -0.178 -0.260 -0.345
H 11.305 -2.937 -12.660 -0.144 -0.340 0.107
C 10.717 7.237 -5.293 0.186 0.517 0.295
C 10.670 7.261 -6.811 -0.213 -0.762 0.769
C 11.939 6.818 -7.557 -0.922 -0.094 -0.323
O 11.625 5.507 -8.023 1.685 0.494 0.218
C 10.354 5.204 -7.758 -1.846 -0.720 -0.931
O 9.819 4.209 -8.098 0.538 0.137 0.683
O 9.719 6.253 -7.179 0.292 0.652 -0.063
H 11.343 6.420 -4.930 -0.026 -0.036 -0.017
H 9.717 7.106 -4.884 -0.065 -0.137 -0.204
H 11.076 8.182 -4.872 0.277 -0.044 -0.104
H 10.377 8.239 -7.194 -0.421 -0.099 0.062
H 12.843 6.762 -6.956 0.060 0.267 -0.013
H 11.989 7.493 -8.412 0.764 -0.189 -0.154
C 15.375 4.586 -8.832 0.103 0.475 -2.099
C 14.850 3.192 -9.185 0.748 0.596 1.088
C 14.490 2.320 -7.975 -0.258 0.411 -0.800
O 13.219 1.814 -8.373 0.525 -1.228 1.248
C 12.733 2.452 -9.415 -1.574 1.510 -0.022
O 11.603 2.410 -9.797 1.058 -0.595 -0.215
O 13.630 3.351 -9.895 0.724 -0.350 -0.227
H 14.581 5.280 -8.558 -0.069 -0.356 0.706
H 15.665 4.993 -9.811 0.082 0.113 0.013
H 16.298 4.689 -8.264 -0.279 -0.464 0.539
H 15.593 2.659 -9.782 -0.121 0.077 -0.346
H 14.431 2.914 -7.064 -0.402 -0.100 0.096
H 15.205 1.514 -7.830 -0.172 -0.187 0.015
```
Positions in Å, forces in eV/Å.

The charge is -2. For the HOMO energy, the calculation gives -0.3 eV. As for the HOMO-LUMO gap: 3.767 eV. As for the LUMO energy: 3.5 eV. The electronic energy comes out at -2535.31789 a.u. For the relative energy (zero: lowest compared OMol25 entry of this formula, charge and spin), the calculation gives 0.0 kJ/mol.

=====

Among the records above, which one has the highest charge?
C12H18InO9

=====

Which of these has the lowest electronic energy?
C12H20CaN2O17